# 1
Molecular formula: H18O9
Method: DFT, the ωB97M-V functional and the def2-TZVPD basis

Output
HOMO level (eV): -10.616
Electronic energy (eV): -18719.5388
Frontier orbital gap (Ha): 0.37794
SMILES: O.O.O.O.O.O.O.O.O
Relative energy (zero: lowest compared OMol25 entry of this formula, charge and spin) (eV): 2.5967
Total charge: 0

Each line ends with the Löwdin charge.
Element x y z (Å)
O 2.8875 0.7372 -0.7747  -0.06
H 2.7074 1.0996 -1.6421  0.03
H 2.0795 0.2858 -0.5307  -0.02
O 0.5102 2.9334 0.4637  -0.05
H 0.6210 3.0905 1.4014  -0.03
H -0.4327 3.0092 0.3174  0.03
O 0.0600 -0.2623 0.4528  -0.05
H -0.1406 0.3927 1.1214  0.00
H -0.5184 -0.0441 -0.2780  0.02
O -0.8037 0.3752 3.0408  -0.03
H 0.1409 0.2209 3.0268  0.04
H -1.1864 -0.4532 2.7516  0.03
O -0.4265 -0.2189 -3.9579  -0.06
H -1.0925 -0.7798 -4.3552  0.02
H -0.6246 -0.2373 -3.0216  -0.03
O -1.7312 -0.9615 -1.8098  -0.06
H -1.9148 -1.5791 -1.1019  0.00
H -2.5600 -0.8849 -2.2825  0.07
O -1.5743 -2.6782 0.2840  -0.03
H -0.9076 -3.3425 0.4587  0.07
H -1.5466 -2.1036 1.0490  0.03
O 1.1937 3.1104 3.0426  -0.02
H 1.3012 2.1596 3.0691  0.04
H 1.1579 3.3736 3.9622  0.06
O 0.9816 -2.5947 -1.9054  -0.04
H 0.1945 -2.1601 -1.5772  -0.02
H 1.6247 -2.4878 -1.2044  0.03

Cartesian forces (eV/Å) of the 3 atoms listed first:
O 0.42 -0.11 0.11
H -0.04 0.12 -0.20
H -0.42 -0.04 0.18

***

# 2
Molecular formula: C3H32N2O14
Method: DFT, the ωB97M-V functional and the def2-TZVPD basis

Output
HOMO level (eV): -8.802
Electronic energy (eV): -35273.3600
Frontier orbital gap (Ha): 0.32600
Relative energy (zero: lowest compared OMol25 entry of this formula, charge and spin) (eV): 4.9125
Total charge: 0

Each line ends with the Löwdin charge.
Element x y z (Å)
C 1.1572 2.3932 -0.0784  -0.16
C 0.6088 1.2059 -0.5612  -0.11
N -0.6626 1.4455 -0.9419  0.06
C -0.9131 2.8150 -0.7241  -0.18
N 0.1770 3.3579 -0.3046  0.04
H 2.0539 2.6762 0.4704  0.09
H 1.0381 0.2385 -0.3792  0.06
H -1.4110 0.8008 -1.2571  0.09
H -1.7203 3.2727 -1.2736  0.09
H -2.8108 -0.8965 2.7245  0.01
H -3.5915 -0.9102 4.0424  0.06
O -2.8267 -0.5218 3.6161  -0.06
H -4.0427 0.1473 -1.6128  0.07
H -2.9499 -0.9657 -1.7769  0.04
O -3.1232 -0.0397 -1.4280  -0.08
H 0.6076 -2.8856 -0.5318  0.07
H 0.5699 -1.6126 -0.0087  0.05
O -0.0301 -2.1505 -0.5614  -0.08
H -0.1428 -2.2973 3.6140  0.08
H -0.5404 -1.4797 2.3152  0.00
O 0.0511 -2.1115 2.6926  -0.03
H 0.5335 -0.9291 -3.2337  0.02
H -0.6706 0.0602 -3.1586  0.01
O -0.2150 -0.5677 -3.7163  -0.04
H -2.9818 1.8000 -2.3339  -0.01
H -2.4190 2.8423 -3.5063  0.05
O -2.9711 2.6625 -2.7545  -0.06
H 3.1246 2.6051 -2.1186  0.05
H 3.0018 3.1026 -0.7463  -0.01
O 3.6322 2.6371 -1.3052  -0.06
H -1.4792 0.6128 4.1962  -0.01
H -1.4139 1.9816 3.4035  0.03
O -0.9080 1.3183 3.8690  -0.08
H -1.3456 -2.0468 0.7928  0.03
H -2.1806 -0.8753 0.4436  0.03
O -2.0917 -1.5235 1.1541  -0.06
H 2.6894 -0.7811 -0.6359  0.01
H 2.8399 -0.9993 -2.0910  0.08
O 2.1348 -0.9914 -1.4208  -0.11
H 4.2552 0.7596 0.1453  0.05
H 3.5430 0.1326 1.3916  -0.11
O 3.9005 -0.0663 0.5134  -0.10
H 1.9005 0.7901 1.7585  0.09
H 2.8706 1.6896 2.3902  0.13
O 2.8104 1.0750 1.6382  -0.01
H 2.3342 -3.7541 1.5181  0.05
H 0.9131 -3.3738 1.7616  -0.02
O 1.4595 -3.8798 1.1464  -0.05
H -1.2844 -2.1433 -1.6427  -0.02
H -1.5196 -2.3721 -3.1672  0.05
O -1.9612 -2.2481 -2.3268  -0.06

Cartesian forces (eV/Å) of the 3 atoms listed first:
C -3.03 0.45 -0.95
C 1.38 0.17 2.23
N -1.48 0.65 -0.19

***

# 3
Molecular formula: C2H9N2OPS
Method: DFT, the ωB97M-V functional and the def2-TZVPD basis

Output
HOMO level (spin up / spin down) (eV): -9.101 / -7.802
Electronic energy (eV): -27369.6107
Frontier orbital gap (spin up / spin down) (Ha): 0.29709 / 0.27392
Relative energy (zero: lowest compared OMol25 entry of this formula, charge and spin) (eV): 3.5891
Total charge: 0

Each line ends with the Löwdin charge.
Element x y z (Å)
C 1.0016 0.8320 -1.6539  -0.22
C 0.1401 0.3684 1.8439  -0.17
N -0.3305 0.6984 -1.1574  0.00
N -0.7560 -0.7563 1.6099  -0.29
O 0.7972 -2.4537 0.8123  -0.30
P -0.6505 -1.8507 0.4087  0.22
S -2.0567 -3.1913 0.2256  0.17
H 1.5756 0.0165 -1.2496  0.06
H 0.9633 0.7659 -2.6889  0.05
H 1.5434 1.7174 -1.2922  0.08
H 1.1192 0.2818 1.3000  0.08
H -0.4142 1.2638 1.4323  0.08
H 0.2474 0.6469 2.9139  0.08
H -0.9940 0.0963 -1.6386  0.01
H -1.7634 -0.5445 1.6495  0.09
H 0.9245 -3.2661 0.2423  0.08

Cartesian forces (eV/Å) of the 3 atoms listed first:
C -0.59 -0.20 1.24
C -0.67 2.05 -0.67
N -0.68 0.63 1.67

***

# 4
Molecular formula: CH3OS
Method: DFT, the ωB97M-V functional and the def2-TZVPD basis

Output
HOMO level (eV): -2.711
Electronic energy (eV): -13968.5158
Frontier orbital gap (Ha): 0.25538
Relative energy (zero: lowest compared OMol25 entry of this formula, charge and spin) (eV): 0.1203
Total charge: -1

Each line ends with the Löwdin charge.
Element x y z (Å)
S 2.0823 0.7968 -0.7199  -0.28
H 2.4002 -0.3048 -0.0224  -0.46
O -1.8399 -0.7765 -0.5320  -0.05
C -1.1178 -0.1625 0.2019  -0.20
H -1.5103 0.5453 0.9946  0.07
H -0.0145 -0.0982 0.0777  -0.07

Cartesian forces (eV/Å) of the 3 atoms listed first:
S 0.12 0.12 0.00
H 0.05 -0.05 0.02
O -0.58 -0.38 -0.02

***

# 5
Molecular formula: C4H4N4
Method: DFT, the ωB97M-V functional and the def2-TZVPD basis

Output
HOMO level (eV): -9.695
Electronic energy (eV): -10166.8478
Frontier orbital gap (Ha): 0.30500
SMILES: [H]/N=c1\ccnncn1
Relative energy (zero: lowest compared OMol25 entry of this formula, charge and spin) (eV): 5.9900
Total charge: 0

Each line ends with the Löwdin charge.
Element x y z (Å)
H -2.4884 0.0164 0.7805  0.14
N -2.2159 1.0653 0.1813  0.12
C -0.9496 0.6870 -0.1283  -0.49
C -0.4902 -0.3994 0.6819  -0.09
C 0.4494 -1.3539 0.2536  -0.10
N 1.1289 -1.3259 -1.0167  0.01
N 1.5183 -0.1728 -1.4239  0.06
C 1.2702 1.0797 -0.5938  -0.06
N 0.0086 1.6246 -0.4495  0.12
H -1.0142 -0.7500 1.4751  0.06
H 0.7208 -2.2355 1.0237  0.15
H 2.0621 1.7645 -0.7839  0.09

Cartesian forces (eV/Å) of the 3 atoms listed first:
H -0.13 4.27 -2.33
N 2.12 -4.95 0.26
C -4.26 2.28 3.28

***

# 6
Molecular formula: C28H29OP3PtS2
Method: DFT, the ωB97M-V functional and the def2-TZVPD basis

Output
HOMO level (eV): -14.443
Electronic energy (eV): -84326.2081
Frontier orbital gap (Ha): 0.23965
Relative energy (zero: lowest compared OMol25 entry of this formula, charge and spin) (eV): 0.0000
Total charge: +2

Each line ends with the Löwdin charge.
Element x y z (Å)
Pt 0.4681 0.1799 0.0634  0.84
S 0.3038 -2.1749 -0.3402  0.39
P 1.0894 -1.5789 -2.1350  0.60
C 1.0234 0.1601 -1.6744  -0.66
P 1.0998 1.8805 -2.2111  0.61
S 0.4573 2.5210 -0.3566  0.37
C -0.0826 2.0783 -3.5323  -0.34
C 0.0706 2.8639 -4.6743  -0.06
C -0.9438 2.9087 -5.6180  -0.04
C -2.1061 2.1745 -5.4340  -0.03
C -2.2726 1.4021 -4.2906  -0.05
C -1.2745 1.3645 -3.3366  -0.10
C 2.8270 2.1766 -2.5589  -0.34
C 3.6860 1.9209 -1.4801  -0.10
C 5.0519 2.0679 -1.6313  -0.04
C 5.5737 2.4844 -2.8496  -0.03
C 4.7287 2.7406 -3.9204  -0.04
C 3.3588 2.5845 -3.7835  -0.07
C 2.8186 -1.9611 -2.3619  -0.34
C 3.5724 -1.2873 -3.3284  -0.08
C 4.9099 -1.5979 -3.4872  -0.05
C 5.4950 -2.5752 -2.6886  -0.03
C 4.7499 -3.2342 -1.7222  -0.04
C 3.4103 -2.9229 -1.5459  -0.07
C 0.0711 -1.8995 -3.5613  -0.35
C 0.4005 -1.3651 -4.8107  -0.08
C -0.4255 -1.6033 -5.8923  -0.05
C -1.5717 -2.3769 -5.7352  -0.04
C -1.8988 -2.9068 -4.4964  -0.04
C -1.0851 -2.6609 -3.4002  -0.08
H 0.9455 3.4730 -4.8346  0.10
H -0.8262 3.5306 -6.4946  0.12
H -2.8930 2.2178 -6.1751  0.12
H -3.1844 0.8406 -4.1389  0.12
H -1.4258 0.7798 -2.4359  0.10
H 3.2895 1.6258 -0.5164  0.09
H 5.7082 1.8707 -0.7949  0.12
H 6.6416 2.6152 -2.9629  0.12
H 5.1345 3.0665 -4.8683  0.12
H 2.7354 2.7645 -4.6435  0.09
H 3.1359 -0.5116 -3.9450  0.09
H 5.4979 -1.0808 -4.2332  0.12
H 6.5407 -2.8196 -2.8194  0.12
H 5.2104 -3.9898 -1.1011  0.12
H 2.8304 -3.4270 -0.7835  0.09
H 1.2914 -0.7671 -4.9504  0.10
H -0.1739 -1.1953 -6.8617  0.12
H -2.2103 -2.5686 -6.5872  0.12
H -2.7866 -3.5131 -4.3802  0.12
H -1.3463 -3.0631 -2.4297  0.08
C -1.3806 2.4987 2.8500  -0.17
P -1.4287 0.7111 2.8159  0.59
C -3.0146 0.2126 2.1588  -0.15
C -1.2678 0.1003 4.4823  -0.15
O -0.2880 0.1213 1.9768  -0.60
H -2.1144 2.8837 3.5590  0.07
H -1.6061 2.8983 1.8606  0.04
H -0.3866 2.8276 3.1547  0.07
H -3.8247 0.6157 2.7674  0.07
H -3.0797 -0.8753 2.1505  0.07
H -3.1172 0.5878 1.1398  0.06
H -2.0498 0.5115 5.1209  0.07
H -0.2928 0.3899 4.8745  0.07
H -1.3391 -0.9870 4.4767  0.07

Cartesian forces (eV/Å) of the 3 atoms listed first:
Pt -0.27 -0.03 0.12
S 0.25 -0.02 -0.13
P 0.10 0.07 0.16

***

Q: Which formula does entry 5 have?
A: C4H4N4

***

Q: Which formula does entry 3 have?
A: C2H9N2OPS

***

Q: Which formula does entry 6 have?
A: C28H29OP3PtS2

***

Q: Which formula does entry 3 have?
A: C2H9N2OPS